1.
ORCA calculation (wB97M-V/def2-TZVPD) on a cluster of 3 separate species, C13H34N3O9PS in total in a non-equilibrium geometry.

Structure (XYZ):
```
61
Properties=species:S:1:pos:R:3:forces:R:3
O -4.827 2.619 6.077 0.94 -1.81 -3.38
C -4.618 2.034 5.009 -0.47 1.78 2.82
N -3.805 0.808 4.949 -1.37 -0.55 -0.68
P -4.905 -0.555 4.755 -4.18 -0.69 0.70
O -6.247 -0.323 5.473 3.75 -0.40 -1.98
O -4.230 -1.994 5.362 -0.60 2.24 -2.37
O -5.186 -0.698 3.068 2.05 0.65 3.05
O -5.108 2.560 3.787 0.70 -1.85 2.34
S -6.776 2.283 3.569 -1.23 0.13 -0.63
H -3.210 0.708 5.784 -0.58 0.23 -0.36
H -4.521 -2.689 4.720 0.41 0.51 0.67
H -4.472 -0.170 2.635 -0.55 -0.61 0.04
H -7.383 1.954 4.771 1.27 0.33 -0.33
C 2.866 -0.964 2.973 -0.17 0.06 0.16
O 2.155 0.201 3.363 0.28 -0.12 -0.31
C 2.486 1.345 2.574 -0.47 0.33 0.21
C 1.269 1.793 1.767 0.24 -0.48 -0.02
N 0.961 0.830 0.710 -0.13 0.28 0.19
C -0.321 1.077 0.050 0.11 -0.35 0.08
C -1.590 0.896 0.896 -0.14 0.07 -0.53
O -1.827 -0.451 1.294 -0.03 0.41 0.33
C -1.193 -0.827 2.509 -0.16 -0.31 -0.17
H 2.624 -1.761 3.678 -0.04 0.11 0.00
H 2.567 -1.285 1.971 0.17 -0.05 -0.08
H 3.946 -0.789 3.004 -0.01 -0.06 -0.09
H 3.350 1.164 1.926 -0.14 -0.14 -0.02
H 2.757 2.144 3.271 0.01 0.01 -0.04
H 1.474 2.770 1.318 -0.04 -0.04 -0.02
H 0.427 1.900 2.460 0.07 0.20 0.17
H 0.942 -0.103 1.110 0.06 0.10 -0.09
H -0.378 0.380 -0.792 -0.12 0.04 0.03
H -0.314 2.085 -0.377 0.00 0.00 0.11
H -2.440 1.171 0.263 0.04 -0.05 0.02
H -1.625 1.574 1.756 0.14 -0.11 0.12
H -1.103 0.008 3.208 0.09 0.03 -0.09
H -0.213 -1.263 2.307 0.11 0.08 0.20
H -1.804 -1.603 2.976 -0.02 0.04 -0.05
C 4.146 0.910 -5.543 -0.18 0.14 0.15
O 2.752 1.099 -5.361 0.29 -0.24 -0.26
C 1.962 0.336 -6.276 -0.53 0.09 0.30
C 1.150 -0.713 -5.518 0.56 0.05 0.00
N 2.019 -1.764 -4.989 -0.26 0.08 -0.04
C 1.340 -2.672 -4.062 0.32 0.12 0.10
C 0.862 -2.083 -2.728 0.03 -0.53 0.09
O 1.921 -1.677 -1.868 -0.40 0.23 -0.23
C 2.372 -0.346 -2.075 0.41 -0.19 0.28
H 4.671 1.591 -4.872 -0.12 -0.01 -0.01
H 4.436 -0.115 -5.294 0.12 -0.04 -0.14
H 4.439 1.142 -6.572 0.06 -0.09 0.02
H 2.570 -0.122 -7.063 0.07 -0.04 0.19
H 1.271 1.035 -6.756 0.00 -0.03 -0.02
H 0.415 -1.158 -6.196 0.02 -0.03 0.04
H 0.614 -0.202 -4.711 -0.17 0.16 -0.12
H 2.798 -1.333 -4.502 -0.10 -0.04 -0.08
H 2.048 -3.476 -3.839 -0.11 0.01 0.08
H 0.491 -3.136 -4.576 -0.01 0.10 0.01
H 0.338 -2.881 -2.193 0.04 0.03 -0.02
H 0.130 -1.278 -2.859 0.13 0.14 -0.06
H 1.572 0.319 -2.411 0.03 -0.05 -0.07
H 3.203 -0.332 -2.785 -0.07 0.18 -0.18
H 2.752 0.028 -1.123 -0.15 -0.04 -0.05
```
Forces are in eV/Å.

Its HOMO energy is -8.7 eV. As for the lowest unoccupied orbital energy: -0.08 eV. As for the energy: -57051.973 eV. As for the spin multiplicity: 1. The calculation puts the HOMO-LUMO gap at 8.608 eV. As for the SMILES: O=C(NP(=O)(O)O)OS.COCCNCCOC.COCCNCCOC.

Results of the Mulliken charge analysis, in e, for atoms 1 through 6: atom 1 (O): -0.487, atom 2 (C): 0.342, atom 3 (N): -0.168, atom 4 (P): 0.997, atom 5 (O): -0.645, atom 6 (O): -0.484

***

2.
ORCA calculation (wB97M-V/def2-TZVPD) on a structure of composition C13H35Ag3NO16P3 in a non-equilibrium geometry.

Structure (XYZ):
```
71
Properties=species:S:1:pos:R:3:forces:R:3
Ag 5.710 -0.758 -1.549 -0.41 0.04 0.51
Ag 2.287 -2.251 -2.131 -0.33 -0.66 0.63
Ag 3.132 1.578 -3.033 -0.17 0.34 0.48
N 2.258 0.462 -0.658 -1.19 -0.40 0.79
O 2.294 1.714 -0.765 0.47 -1.51 -0.61
O 1.283 -0.152 -0.230 2.18 1.00 -0.78
O 3.341 -0.243 -1.067 -0.81 0.42 -0.73
C -3.401 1.155 1.868 -0.82 0.10 -0.74
O -2.508 1.628 0.823 0.37 -0.57 0.99
P -3.043 2.293 -0.481 -0.42 -0.94 0.06
O -4.425 1.995 -0.782 -0.68 -0.01 -0.48
O -2.613 3.767 -0.275 0.06 1.34 0.12
C -2.934 4.721 -1.306 0.28 0.61 0.00
O -2.035 1.768 -1.594 -0.88 -0.36 -0.96
C -0.741 2.262 -1.652 1.40 -0.46 0.76
H -3.418 0.067 1.883 0.57 0.01 0.19
H -4.442 1.412 1.636 0.31 0.32 0.00
H -3.100 1.618 2.795 0.16 -0.17 0.24
H -2.000 5.210 -1.588 -0.06 -0.15 -0.15
H -3.581 5.500 -0.911 -0.13 -0.22 0.18
H -3.419 4.257 -2.162 0.03 -0.08 -0.02
H -0.085 1.445 -1.993 -0.14 0.07 -0.10
H -0.431 2.488 -0.634 0.42 0.20 -0.35
H -0.569 3.122 -2.299 -0.48 0.13 -0.08
C -1.943 -6.254 -3.438 -0.34 -0.26 -0.75
O -0.589 -5.813 -3.214 0.42 -0.18 0.52
P -0.269 -4.302 -3.129 -0.85 -0.38 -0.52
O 1.153 -4.046 -2.859 1.49 0.55 0.20
O -0.773 -3.636 -4.458 0.53 0.34 -0.96
C 0.125 -3.567 -5.607 -0.09 -0.71 -0.15
O -1.247 -3.741 -2.067 -0.69 1.21 0.34
C -1.559 -2.308 -2.065 0.35 0.07 0.10
H -1.965 -6.690 -4.435 -0.06 0.00 0.02
H -2.642 -5.426 -3.401 -0.05 0.08 0.10
H -2.226 -7.016 -2.723 0.25 0.05 0.27
H 0.796 -2.713 -5.532 -0.19 0.08 0.08
H -0.485 -3.526 -6.505 -0.17 0.36 0.17
H 0.728 -4.477 -5.723 -0.11 0.13 0.39
H -1.136 -1.852 -1.169 -0.10 -0.20 0.03
H -2.629 -2.174 -2.086 -0.28 -0.21 0.17
H -1.168 -1.786 -2.944 0.09 -0.33 0.03
C 0.641 3.408 1.521 0.06 -0.18 0.18
O 0.570 4.768 1.946 0.20 -0.39 -0.46
P 0.385 5.112 3.478 -0.12 1.16 -0.16
O 0.543 6.531 3.751 -0.19 0.27 -0.13
O -0.993 4.474 3.895 -0.89 -0.22 -0.50
C -2.212 4.848 3.167 0.26 -0.10 1.08
O 1.425 4.179 4.165 0.16 -0.87 -0.08
C 1.368 3.981 5.568 0.51 -0.15 0.80
H 0.799 2.719 2.355 -0.15 0.13 0.06
H 1.503 3.298 0.870 -0.01 0.18 -0.16
H -0.270 3.123 0.992 0.04 0.23 0.29
H -2.035 5.533 2.344 0.25 -0.11 -0.12
H -2.868 5.335 3.886 0.02 0.00 -0.04
H -2.666 3.916 2.848 -0.02 0.04 -0.27
H 2.282 4.403 5.979 -0.10 0.04 0.19
H 1.347 2.914 5.788 -0.02 -0.02 -0.17
H 0.502 4.439 6.041 -0.04 0.16 -0.14
C 2.379 -4.602 1.939 0.33 0.16 -0.13
C 3.670 -3.819 2.210 0.12 1.58 -0.22
C 3.932 -3.068 0.855 0.14 -0.92 0.44
O 2.759 -3.263 0.058 -0.07 0.26 -0.20
C 1.687 -3.712 0.926 -0.03 0.19 0.00
H 1.754 -4.739 2.818 0.14 -0.13 0.07
H 2.626 -5.562 1.484 -0.17 -0.05 0.10
H 4.552 -4.350 2.553 -0.14 -0.47 -0.19
H 3.541 -3.013 2.943 -0.38 -0.38 0.12
H 4.780 -3.545 0.342 -0.13 0.26 -0.14
H 4.112 -1.996 1.019 -0.03 -0.12 -0.05
H 0.937 -4.196 0.306 0.11 -0.13 -0.07
H 1.216 -2.847 1.414 0.16 -0.04 -0.07
```
Forces are in eV/Å.

Its HOMO energy is -13.3 eV. As for the lowest unoccupied orbital energy: -9.41 eV. As for the energy: -88147.430 eV. As for the total charge: +2. As for the spin multiplicity: 1. The calculation puts the HOMO-LUMO gap at 3.915 eV.

Results of the Mulliken charge analysis, in e, for atoms 1 through 6: atom 1 (Ag): 0.893, atom 2 (Ag): 0.658, atom 3 (Ag): 0.792, atom 4 (N): 0.682, atom 5 (O): -0.613, atom 6 (O): -0.289

***

3.
ORCA calculation (wB97M-V/def2-TZVPD) on a structure of composition C13H35Br2N7O15 in a non-equilibrium geometry.

Structure (XYZ):
```
72
Properties=species:S:1:pos:R:3:forces:R:3
C -0.374 2.537 -1.536 0.11 0.00 0.79
N -0.600 3.599 -0.494 -0.73 0.66 -0.83
O -1.228 4.565 -0.875 -0.07 0.19 -0.08
O -0.194 3.486 0.641 0.77 0.15 -0.40
H -0.493 1.558 -1.070 0.00 0.50 -0.23
H 0.685 2.638 -1.773 -0.20 0.09 -0.67
H -1.123 2.698 -2.311 0.56 0.22 -0.06
C -1.713 -1.079 4.697 -0.77 -1.11 -0.89
N -0.947 -0.036 3.974 -2.15 -2.71 0.06
O -0.889 -0.137 2.745 -2.72 -2.30 5.75
O -0.618 0.874 4.662 1.94 1.25 0.32
H -2.110 -1.741 3.928 0.35 -0.23 0.10
H -2.602 -0.591 5.096 0.44 0.12 0.57
H -1.092 -1.623 5.409 -0.15 0.41 0.08
C 1.644 -0.961 -1.629 1.09 0.56 -1.63
N 1.172 -0.797 -3.058 -0.83 -0.66 3.51
O 0.142 -0.156 -3.262 1.30 0.40 -0.79
O 1.702 -1.548 -3.807 0.80 -0.38 -2.58
H 0.879 -0.684 -0.903 0.82 0.22 -1.55
H 2.493 -0.280 -1.590 -0.15 0.10 0.21
H 2.047 -1.951 -1.417 -0.35 0.23 -1.52
C 1.419 -2.331 0.778 0.72 0.03 -0.26
N 2.724 -1.591 0.860 1.10 -2.80 -1.84
O 3.505 -1.598 -0.116 -0.95 -0.29 3.03
O 2.964 -1.126 1.935 -1.02 -2.94 1.43
H 0.776 -1.503 0.477 0.30 -1.45 0.14
H 1.098 -2.755 1.729 0.51 0.50 0.23
H 1.576 -3.160 0.088 -0.42 0.55 -0.13
C -0.646 -3.147 -2.811 0.47 -1.62 0.62
N 0.300 -4.318 -2.469 0.39 -1.30 -1.68
O 0.811 -4.393 -1.366 -0.58 0.69 0.07
O 0.535 -5.155 -3.335 -0.61 1.07 0.39
H -1.080 -2.939 -1.833 0.23 0.33 -0.50
H -1.408 -3.467 -3.522 0.18 -0.37 0.15
H -0.035 -2.390 -3.303 -0.46 -0.57 0.47
C -1.958 0.535 -4.839 0.02 -0.63 -1.46
N -2.778 -0.374 -4.000 -1.97 0.94 -0.23
O -2.633 -0.311 -2.762 -4.65 2.01 -12.99
O -3.650 -1.054 -4.513 1.10 0.01 -0.41
H -1.476 -0.160 -5.527 0.34 0.22 -0.05
H -1.210 1.150 -4.338 -0.61 -0.42 0.31
H -2.642 1.112 -5.462 -0.16 0.02 0.32
C 3.857 1.056 1.960 2.45 1.90 2.22
N 4.330 1.577 0.648 0.60 1.60 0.53
O 3.950 1.010 -0.369 1.22 0.66 0.26
O 5.002 2.617 0.670 -0.69 -1.44 -0.38
H 4.529 1.314 2.778 0.94 0.28 -0.57
H 3.737 -0.027 1.984 0.87 2.05 -0.50
H 2.968 1.605 2.270 1.45 -0.73 0.01
Br -2.364 1.587 0.772 -2.03 2.46 1.63
C -1.617 2.307 2.489 -0.01 1.52 0.00
C -2.661 2.285 3.519 -1.21 -0.23 0.90
Br -2.175 3.283 5.191 -0.37 -0.09 -1.01
H -1.297 3.337 2.327 -0.10 -0.34 -0.31
H -0.783 1.673 2.788 -0.68 1.70 0.08
H -2.814 1.270 3.886 -0.55 0.31 -0.12
H -3.573 2.693 3.083 -0.08 0.08 0.66
C 1.560 1.348 0.928 -1.19 0.63 -1.16
C 0.328 0.519 1.241 3.60 2.42 -2.93
O -0.072 0.085 -0.091 0.11 1.59 2.76
C -1.106 -0.785 -0.021 -2.94 -2.26 0.63
C -1.839 -0.837 -1.329 2.95 -2.77 7.17
H 1.359 2.025 0.098 -0.08 -0.32 0.08
H 1.863 2.034 1.720 -1.34 -0.08 -0.46
H 2.408 0.751 0.591 -1.29 0.09 0.28
H 0.627 -0.307 1.887 0.36 0.00 -0.93
H -0.445 1.092 1.753 2.31 -0.60 -2.92
H -0.758 -1.759 0.325 -0.41 -0.38 -0.02
H -1.845 -0.410 0.686 0.55 -1.29 0.08
H -2.570 -1.643 -1.272 0.15 -0.28 0.46
H -1.085 -1.111 -2.067 -0.57 0.88 0.52
H -2.485 0.014 -1.546 1.96 0.99 5.29
```
Forces are in eV/Å.

Its HOMO energy is -9.3 eV. As for the lowest unoccupied orbital energy: -0.80 eV. As for the energy: -195240.458 eV. As for the spin multiplicity: 1. The calculation puts the HOMO-LUMO gap at 8.467 eV. Its energy relative to the best compared isomer or geometry (same formula, charge and spin) is 380.3 kcal per mole.

Results of the Mulliken charge analysis, in e, for atoms 1 through 6: atom 1 (C): -0.385, atom 2 (N): 1.082, atom 3 (O): -0.687, atom 4 (O): -0.504, atom 5 (H): -0.301, atom 6 (H): 0.409

***

4.
ORCA calculation (wB97M-V/def2-TZVPD) on a cluster of 11 separate species, C13H35N12O20S in total in a non-equilibrium geometry.

Structure (XYZ):
```
81
Properties=species:S:1:pos:R:3:forces:R:3
S 1.068 0.502 1.471 0.06 -0.42 0.63
N -0.460 1.132 0.965 0.89 0.07 -0.12
C -0.802 2.460 1.094 -0.98 -0.09 -0.43
C -2.054 2.582 0.575 0.80 0.71 0.55
N -2.431 1.338 0.161 0.03 -0.69 -0.03
C -1.460 0.458 0.398 -0.01 0.43 0.07
H 1.817 0.824 0.403 -0.31 0.16 -0.19
H -0.159 3.201 1.524 0.24 -0.03 0.09
H -2.633 3.485 0.512 -0.39 -0.09 -0.26
H -3.303 1.088 -0.279 -0.10 0.18 -0.08
H -1.474 -0.596 0.188 -0.01 -0.15 -0.02
C 1.024 -2.066 -0.989 -0.16 -0.05 -0.07
N -0.052 -2.941 -1.523 0.04 0.08 0.21
O -0.986 -3.191 -0.772 -0.16 0.07 -0.05
O 0.054 -3.344 -2.653 -0.03 -0.05 -0.07
H 0.787 -1.813 0.036 -0.02 -0.12 -0.01
H 1.961 -2.604 -1.028 -0.15 -0.08 -0.25
H 1.057 -1.183 -1.624 0.11 -0.06 -0.08
C -2.191 2.638 -4.330 -0.32 -0.11 0.00
N -2.263 3.215 -2.957 0.00 0.06 -0.07
O -3.167 2.848 -2.219 -0.11 -0.19 -0.02
O -1.423 4.022 -2.641 0.10 -0.02 0.05
H -3.004 1.927 -4.474 0.24 0.26 0.19
H -2.266 3.473 -5.020 0.11 0.02 -0.01
H -1.227 2.148 -4.427 0.06 0.08 -0.02
C -5.886 4.416 -0.731 0.14 -0.02 -0.15
N -5.286 4.982 0.509 -0.01 0.08 -0.04
O -4.073 5.123 0.546 0.04 -0.14 -0.01
O -6.041 5.274 1.400 -0.05 0.00 0.08
H -5.088 4.208 -1.435 0.04 0.02 0.03
H -6.415 3.510 -0.450 -0.10 0.06 0.04
H -6.577 5.156 -1.122 -0.07 -0.02 0.06
C -3.604 -0.496 -7.791 0.09 -0.08 -0.13
N -2.975 0.077 -6.571 -0.07 -0.09 -0.09
O -1.777 0.258 -6.565 0.07 0.03 0.04
O -3.712 0.327 -5.634 -0.13 -0.16 -0.04
H -2.827 -0.666 -8.526 0.05 0.02 0.03
H -4.085 -1.426 -7.497 -0.08 0.04 0.05
H -4.337 0.222 -8.144 -0.07 -0.02 0.07
C -3.070 -2.382 -3.545 -0.11 0.07 0.10
N -3.677 -3.030 -4.741 -0.03 0.10 0.07
O -4.809 -2.713 -5.041 -0.04 0.01 -0.06
O -2.985 -3.821 -5.339 0.06 -0.03 -0.09
H -3.800 -1.697 -3.128 -0.05 -0.02 -0.06
H -2.809 -3.169 -2.843 0.12 0.00 -0.05
H -2.184 -1.856 -3.889 0.06 -0.09 0.02
C 5.810 -1.337 0.146 0.17 0.03 0.15
N 4.431 -1.446 0.692 -0.05 -0.11 -0.03
O 4.200 -0.949 1.771 -0.16 0.08 0.03
O 3.591 -2.025 0.024 0.48 0.21 0.09
H 6.416 -0.794 0.863 -0.05 0.03 0.07
H 6.178 -2.348 -0.003 -0.06 -0.02 -0.08
H 5.743 -0.809 -0.800 -0.04 -0.08 -0.05
C 4.964 1.102 4.160 -0.14 0.03 -0.10
N 6.432 1.236 3.964 -0.15 -0.02 0.04
O 6.903 0.816 2.921 0.09 -0.04 -0.12
O 7.062 1.757 4.852 0.06 0.01 -0.03
H 4.547 0.624 3.283 0.10 0.05 0.06
H 4.803 0.497 5.046 0.06 0.12 0.04
H 4.559 2.101 4.289 0.03 0.02 0.10
C 1.447 5.349 4.474 0.01 0.07 -0.16
N 2.029 3.979 4.540 0.06 0.02 0.00
O 2.482 3.495 3.516 -0.13 0.04 -0.12
O 2.019 3.431 5.615 -0.02 -0.06 0.08
H 1.531 5.709 3.456 0.04 -0.03 -0.01
H 0.410 5.277 4.787 0.03 0.00 0.10
H 2.012 5.973 5.159 -0.04 -0.03 0.07
C 2.983 -3.100 5.262 -0.12 0.11 -0.01
N 4.280 -2.552 5.746 -0.05 0.02 0.01
O 4.329 -1.368 6.028 -0.07 -0.09 0.01
O 5.203 -3.326 5.828 0.08 -0.05 -0.02
H 2.257 -2.296 5.244 0.03 0.03 0.03
H 3.151 -3.505 4.269 0.03 -0.09 0.03
H 2.685 -3.885 5.950 0.05 -0.07 -0.04
C -0.688 -6.451 0.460 0.07 -0.04 -0.16
N -0.040 -5.894 1.679 -0.02 -0.02 -0.07
O 1.169 -5.793 1.682 0.06 0.07 -0.01
O -0.772 -5.563 2.586 -0.03 0.04 0.05
H 0.085 -6.690 -0.260 0.05 0.01 0.03
H -1.242 -7.339 0.748 -0.05 0.05 0.08
H -1.356 -5.684 0.080 -0.07 -0.03 0.03
```
Forces are in eV/Å.

Its HOMO energy is -12.4 eV. As for the lowest unoccupied orbital energy: -3.18 eV. As for the energy: -83680.628 eV. As for the total charge: +1. As for the spin multiplicity: 1. The calculation puts the HOMO-LUMO gap at 9.251 eV.

Results of the Mulliken charge analysis, in e, for atoms 1 through 6: atom 1 (S): -0.183, atom 2 (N): 0.018, atom 3 (C): -0.534, atom 4 (C): -0.331, atom 5 (N): 0.181, atom 6 (C): -0.405